(1)
Computed, not measured: 6 unconnected molecules or ions with the total composition C36H89N5 in a non-equilibrium geometry, with wB97M-V/def2-TZVPD.

Values from the calculation:
maximum force	0.3671	Eh/bohr
ΔE to the lowest compared entry with this formula, charge and spin	512.6	kJ/mol
HOMO energy	-7.952	eV
E_tot	-46204.6885	eV

ORCA input file:
```
! RIJCOSX wB97M-V def2-TZVPD def2/J DEFGRID3
* xyz 0 1
C 194.958 75.670 78.688
C 194.978 77.274 78.723
N 194.233 77.798 79.951
C 194.886 77.738 81.330
C 196.125 78.551 81.471
C 193.689 79.168 79.590
C 192.662 79.146 78.511
H 193.756 75.629 78.808
H 195.356 75.180 79.547
H 195.172 74.994 77.780
H 194.681 77.605 77.861
H 195.861 77.592 78.707
H 194.933 76.735 81.629
H 194.078 78.086 82.007
H 196.100 79.555 81.225
H 197.120 78.162 80.924
H 196.702 78.361 82.386
H 194.465 79.935 79.384
H 193.251 79.635 80.578
H 191.728 78.483 78.645
H 192.992 79.076 77.623
H 192.128 80.206 78.455
C 195.980 82.276 82.938
C 196.148 83.769 83.037
N 196.744 84.362 81.830
C 196.232 85.708 81.379
C 196.616 86.760 82.312
C 198.187 84.246 81.899
C 198.657 83.681 80.431
H 196.830 81.569 83.258
H 195.704 82.224 81.816
H 195.067 81.967 83.466
H 196.707 84.193 84.045
H 195.409 84.198 83.461
H 195.146 85.832 81.484
H 196.661 85.964 80.441
H 197.641 87.077 82.357
H 196.401 86.521 83.204
H 196.162 87.730 81.921
H 198.667 83.540 82.518
H 198.704 85.243 82.152
H 197.881 84.023 79.685
H 198.716 82.683 80.400
H 199.725 83.936 80.072
C 201.668 85.634 78.251
C 201.421 87.231 78.427
N 201.883 88.023 77.193
C 201.269 89.450 77.250
C 201.512 90.278 78.375
C 203.312 87.994 77.036
C 203.740 87.980 75.536
H 201.576 85.534 77.190
H 201.310 84.975 79.006
H 202.727 85.639 78.436
H 202.062 87.522 79.314
H 200.314 87.398 78.681
H 200.128 89.356 77.201
H 201.740 89.873 76.236
H 202.585 90.701 78.489
H 201.397 89.955 79.414
H 201.060 91.161 78.211
H 203.486 87.033 77.631
H 203.994 88.708 77.233
H 202.914 87.515 74.952
H 204.748 87.561 75.409
H 203.849 88.769 75.281
C 193.474 83.650 79.632
C 194.395 84.290 78.616
N 193.776 84.424 77.211
C 194.125 85.706 76.431
C 195.552 85.661 75.941
C 193.803 83.223 76.608
C 192.450 83.010 75.816
H 193.634 83.843 80.657
H 193.495 82.357 79.428
H 192.378 83.794 79.662
H 195.196 83.589 78.611
H 194.463 85.343 79.041
H 193.905 86.433 77.174
H 193.483 85.913 75.484
H 196.151 86.592 75.526
H 195.759 85.095 74.992
H 196.384 85.383 76.639
H 193.914 82.420 77.262
H 194.593 83.232 75.944
H 191.630 83.099 76.450
H 192.338 82.112 75.154
H 192.247 83.667 74.876
C 192.099 87.222 81.733
C 192.275 85.853 82.340
N 191.860 85.693 83.768
C 191.390 84.348 84.104
C 192.508 83.439 84.080
C 192.700 86.343 84.789
C 191.850 86.995 85.950
H 192.489 88.060 82.256
H 190.969 87.321 81.528
H 192.549 87.459 80.939
H 193.368 85.598 82.358
H 191.896 85.009 81.725
H 190.747 84.206 83.383
H 190.765 84.386 84.938
H 193.065 83.572 84.922
H 193.380 83.519 83.207
H 192.109 82.424 83.987
H 193.125 87.174 84.468
H 193.568 85.734 85.209
H 192.494 87.635 86.758
H 191.170 86.257 86.339
H 190.992 87.636 85.547
C 201.776 82.321 88.720
C 200.931 83.387 87.899
C 201.187 83.263 86.466
C 200.791 81.822 85.857
C 201.321 81.705 84.397
C 200.924 80.389 83.734
H 201.989 82.805 89.729
H 202.779 82.099 88.207
H 201.050 81.421 88.783
H 201.530 84.156 88.494
H 199.761 83.398 88.066
H 202.258 83.323 86.148
H 200.822 84.057 85.964
H 199.809 81.738 86.031
H 201.060 80.915 86.375
H 202.329 81.933 84.435
H 200.831 82.472 83.585
H 200.916 80.440 82.584
H 199.940 79.919 83.984
H 201.813 79.550 83.999
*
```

(2)
Computed, not measured: 7 unconnected molecules or ions with the total composition C36H89N7O2 in a non-equilibrium geometry, with wB97M-V/def2-TZVPD.

Values from the calculation:
maximum force	0.0523	Eh/bohr
ΔE to the lowest compared entry with this formula, charge and spin	253.3	kJ/mol
HOMO energy	-7.764	eV
E_tot	-53298.6888	eV

ORCA input file:
```
! RIJCOSX wB97M-V def2-TZVPD def2/J DEFGRID3
* xyz 0 1
C -4.063 1.559 3.181
C -4.555 0.115 3.405
N -3.516 -0.893 3.486
C -4.194 -2.198 3.473
C -4.733 -2.582 2.088
C -2.781 -0.747 4.757
C -1.497 -1.571 4.758
H -3.687 1.961 4.122
H -4.897 2.160 2.819
H -3.305 1.564 2.393
H -5.197 0.265 4.291
H -5.188 -0.064 2.537
H -3.458 -2.980 3.675
H -4.952 -2.259 4.266
H -3.989 -2.374 1.318
H -4.860 -3.665 2.069
H -5.643 -2.066 1.790
H -3.487 -0.952 5.573
H -2.465 0.293 4.863
H -0.872 -1.404 5.634
H -0.888 -1.197 3.930
H -1.660 -2.624 4.540
C 0.382 -3.627 1.808
C 0.648 -4.145 3.235
N 1.533 -5.305 3.247
C 1.005 -6.458 2.594
C 2.022 -7.576 2.381
C 2.154 -5.485 4.559
C 1.281 -6.106 5.673
H 0.034 -2.592 1.868
H -0.417 -4.165 1.296
H 1.261 -3.556 1.168
H 1.116 -3.303 3.741
H -0.326 -4.396 3.677
H 0.087 -6.842 3.077
H 0.726 -6.134 1.586
H 1.551 -8.451 1.921
H 2.805 -7.310 1.673
H 2.393 -7.959 3.333
H 2.540 -4.516 4.876
H 3.034 -6.106 4.372
H 1.008 -7.123 5.389
H 0.428 -5.553 6.052
H 2.065 -6.217 6.432
C 5.275 -3.459 -5.737
C 5.535 -1.993 -5.378
N 5.262 -1.660 -3.974
C 3.927 -1.998 -3.535
C 3.529 -1.153 -2.301
C 6.313 -2.064 -3.034
C 7.705 -1.535 -3.471
H 6.045 -4.056 -5.243
H 5.448 -3.564 -6.812
H 4.273 -3.813 -5.520
H 6.498 -1.612 -5.698
H 4.847 -1.382 -5.977
H 3.200 -1.696 -4.289
H 3.855 -3.061 -3.263
H 2.465 -1.327 -2.133
H 3.973 -1.512 -1.370
H 3.860 -0.139 -2.510
H 6.234 -3.160 -2.978
H 6.182 -1.591 -2.062
H 7.497 -0.489 -3.713
H 8.130 -1.985 -4.361
H 8.378 -1.554 -2.617
C -4.265 3.367 -6.764
C -3.817 1.987 -6.250
N -2.445 1.683 -6.684
C -2.019 0.476 -5.988
C -1.462 0.686 -4.580
C -2.432 1.368 -8.139
C -1.002 1.547 -8.638
H -3.435 4.065 -6.667
H -5.064 3.834 -6.181
H -4.694 3.302 -7.764
H -3.738 2.090 -5.163
H -4.590 1.223 -6.385
H -1.211 -0.059 -6.492
H -2.813 -0.281 -5.886
H -2.246 0.802 -3.832
H -0.800 1.560 -4.577
H -0.734 -0.087 -4.330
H -2.873 0.451 -8.549
H -3.055 2.130 -8.614
H -0.304 0.705 -8.557
H -0.908 1.740 -9.712
H -0.488 2.351 -8.112
C -1.209 6.994 2.135
C -2.486 6.181 2.296
N -2.860 5.379 1.114
C -4.291 5.148 1.163
C -5.170 6.398 0.997
C -2.186 4.075 1.215
C -2.242 3.335 -0.128
H -0.728 7.216 3.087
H -1.419 7.917 1.593
H -0.460 6.448 1.556
H -2.343 5.514 3.161
H -3.340 6.802 2.564
H -4.684 4.536 0.349
H -4.608 4.635 2.085
H -5.890 6.333 0.180
H -5.687 6.753 1.892
H -4.632 7.315 0.720
H -2.460 3.546 2.131
H -1.107 4.272 1.262
H -1.949 3.983 -0.948
H -3.235 2.912 -0.290
H -1.539 2.500 -0.070
C 0.900 0.071 1.975
N -0.422 -0.031 1.396
C -0.694 -0.439 0.122
C -2.145 -0.409 -0.265
O 0.189 -0.884 -0.598
H 1.022 -0.735 2.702
H 0.933 1.089 2.363
H 1.771 -0.034 1.331
H -1.161 0.511 1.815
H -2.245 -0.014 -1.272
H -2.672 0.281 0.400
H -2.541 -1.406 -0.086
C 3.786 1.553 3.477
N 4.445 2.841 3.478
C 5.753 3.087 3.622
C 6.155 4.546 3.604
O 6.569 2.189 3.824
H 4.167 0.942 2.661
H 2.706 1.647 3.465
H 3.986 1.045 4.424
H 3.856 3.657 3.425
H 5.830 5.063 2.703
H 7.208 4.719 3.795
H 5.655 4.967 4.486
*
```

(3)
Computed, not measured: 6 unconnected molecules or ions with the total composition C36H89O23P5 in a non-equilibrium geometry, with wB97M-V/def2-TZVPD.

Values from the calculation:
maximum force	0.0490	Eh/bohr
ΔE to the lowest compared entry with this formula, charge and spin	0.0	kJ/mol
HOMO energy	-8.741	eV
E_tot	-132322.6026	eV

ORCA input file:
```
! RIJCOSX wB97M-V def2-TZVPD def2/J DEFGRID3
* xyz 0 1
C -2.950 3.504 -3.287
C -1.808 2.760 -3.982
O -2.064 2.463 -5.348
P -0.774 2.273 -6.329
O 0.343 3.174 -6.001
O -1.374 2.518 -7.773
C -1.713 3.816 -8.219
C -2.502 3.704 -9.473
O -0.588 0.699 -6.442
C -0.007 -0.057 -5.350
C 0.560 -1.296 -5.987
H -2.745 3.558 -2.217
H -3.169 4.492 -3.688
H -3.842 2.879 -3.378
H -0.883 3.333 -3.929
H -1.726 1.841 -3.390
H -2.262 4.413 -7.475
H -0.837 4.473 -8.269
H -2.974 4.576 -9.928
H -1.992 3.120 -10.244
H -3.433 3.128 -9.362
H 0.796 0.485 -4.853
H -0.821 -0.343 -4.685
H 1.454 -1.130 -6.590
H 0.877 -2.077 -5.285
H -0.149 -1.853 -6.603
C -4.158 6.754 0.916
C -3.399 5.949 1.935
O -4.012 4.664 2.109
P -3.758 3.923 3.531
O -2.767 4.573 4.407
O -3.507 2.384 3.125
C -2.441 2.000 2.237
C -2.660 2.333 0.777
O -5.245 3.846 4.113
C -5.663 4.635 5.248
C -5.408 3.890 6.541
H -4.112 6.237 -0.046
H -5.160 6.981 1.276
H -3.663 7.702 0.697
H -2.350 5.822 1.654
H -3.405 6.512 2.873
H -1.467 2.401 2.535
H -2.430 0.932 2.468
H -3.548 1.869 0.355
H -2.619 3.416 0.664
H -1.781 2.032 0.200
H -5.243 5.637 5.206
H -6.747 4.694 5.145
H -5.840 2.889 6.515
H -4.337 3.786 6.708
H -5.978 4.397 7.323
C 1.891 -9.353 7.124
C 0.905 -8.556 6.269
O 1.659 -7.564 5.488
P 1.048 -6.784 4.249
O 0.683 -7.628 3.091
O -0.157 -5.940 4.884
C -0.030 -5.191 6.077
C -1.158 -5.436 7.101
O 2.187 -5.677 3.940
C 3.067 -5.926 2.826
C 4.079 -4.806 2.892
H 2.177 -8.840 8.041
H 1.291 -10.211 7.435
H 2.788 -9.601 6.565
H 0.474 -9.149 5.463
H 0.202 -7.981 6.865
H 0.894 -5.281 6.653
H -0.111 -4.167 5.699
H -1.189 -6.443 7.523
H -1.120 -4.808 7.989
H -2.072 -5.252 6.532
H 3.476 -6.933 2.719
H 2.436 -5.867 1.931
H 4.596 -4.917 3.851
H 4.893 -4.853 2.164
H 3.712 -3.783 2.851
C 3.372 -4.029 -3.719
C 3.229 -4.768 -2.400
O 1.891 -5.284 -2.359
P 0.788 -4.687 -1.365
O 1.299 -4.608 0.004
O 0.273 -3.347 -2.050
C -0.832 -2.579 -1.578
C -2.009 -2.690 -2.521
O -0.468 -5.672 -1.553
C -1.386 -5.920 -0.480
C -0.825 -6.894 0.568
H 2.537 -3.320 -3.714
H 4.275 -3.424 -3.789
H 3.192 -4.698 -4.556
H 3.893 -5.633 -2.326
H 3.396 -4.190 -1.486
H -1.225 -3.059 -0.675
H -0.582 -1.550 -1.324
H -2.347 -3.720 -2.663
H -2.870 -2.145 -2.124
H -1.943 -2.332 -3.554
H -1.792 -5.086 0.100
H -2.190 -6.348 -1.085
H 0.061 -6.489 1.037
H -1.641 -6.943 1.298
H -0.744 -7.920 0.215
C 3.096 -0.202 -3.320
C 2.657 -0.816 -2.017
O 2.972 0.097 -0.957
P 1.884 0.627 0.093
O 0.562 1.001 -0.437
O 2.658 1.875 0.696
C 2.013 2.717 1.670
C 2.324 2.185 3.075
O 2.000 -0.494 1.231
C 1.026 -1.582 1.184
C 0.892 -2.207 2.554
H 2.933 -0.814 -4.207
H 2.657 0.786 -3.441
H 4.170 0.012 -3.314
H 1.575 -0.975 -2.041
H 3.074 -1.799 -1.797
H 2.482 3.695 1.568
H 0.936 2.878 1.586
H 3.395 2.223 3.262
H 1.750 2.833 3.745
H 1.993 1.166 3.260
H 0.102 -1.210 0.739
H 1.424 -2.250 0.413
H 1.801 -2.144 3.143
H -0.034 -1.947 3.070
H 0.700 -3.280 2.423
C 3.788 3.366 -3.404
O 2.681 4.173 -3.069
C 1.609 3.415 -2.563
C 0.707 4.307 -1.661
O 0.664 5.635 -2.110
C 1.630 6.515 -1.555
C 0.987 7.152 -0.234
O 1.547 6.398 0.841
C 1.611 7.080 2.072
H 4.005 2.625 -2.628
H 4.682 3.943 -3.627
H 3.523 2.798 -4.307
H 1.867 2.431 -2.161
H 0.967 3.059 -3.385
H 1.174 4.257 -0.672
H -0.322 3.961 -1.566
H 1.791 7.279 -2.312
H 2.501 5.959 -1.219
H -0.068 6.883 -0.286
H 1.138 8.233 -0.261
H 0.758 7.748 2.240
H 2.548 7.611 2.246
H 1.479 6.368 2.894
*
```